[1]
# C47H64CsN10O3S2Te

A molecular structure, C47H64CsN10O3S2Te at a distorted geometry (ωB97M-V/def2-TZVPD, OMol25).

Cartesian coordinates (Å):
Cs (-0.563, -0.186, -1.362)
C (-4.251, 2.505, -4.280)
N (-3.370, 2.696, -3.143)
C (-3.921, 3.354, -1.966)
C (-2.126, 2.170, -3.091)
O (-1.384, 2.282, -2.135)
C (-1.662, 1.413, -4.342)
O (-0.435, 0.822, -4.022)
C (0.057, -0.057, -4.997)
C (1.288, -0.728, -4.408)
O (1.340, -0.961, -3.215)
N (2.263, -1.106, -5.286)
C (2.210, -0.816, -6.709)
C (3.166, -2.189, -4.912)
H (-5.150, 3.092, -4.113)
H (-4.552, 1.461, -4.400)
H (-3.793, 2.849, -5.210)
H (-4.830, 2.847, -1.645)
H (-4.133, 4.404, -2.189)
H (-3.199, 3.282, -1.160)
H (-1.559, 2.116, -5.180)
H (-2.406, 0.657, -4.628)
H (0.278, 0.480, -5.923)
H (-0.684, -0.837, -5.229)
H (2.065, 0.246, -6.898)
H (1.428, -1.380, -7.229)
H (3.167, -1.096, -7.143)
H (2.992, -2.465, -3.875)
H (4.204, -1.889, -5.070)
H (2.956, -3.073, -5.518)
C (-3.353, 5.293, 4.487)
C (-2.754, 4.109, 5.193)
C (-2.692, 4.048, 6.577)
C (-2.127, 2.964, 7.235)
C (-1.603, 1.922, 6.485)
C (-1.655, 1.958, 5.101)
C (-2.241, 3.040, 4.445)
N (-2.362, 3.076, 3.052)
C (-1.545, 2.212, 2.270)
N (-2.070, 1.015, 1.921)
C (-3.414, 0.804, 1.362)
C (-3.395, 0.445, 0.007)
C (-4.676, 0.328, -0.553)
C (-5.854, 0.545, 0.158)
C (-5.787, 0.805, 1.517)
C (-4.552, 0.906, 2.162)
C (-4.537, 1.020, 3.665)
N (-0.356, 2.538, 1.902)
C (0.209, 3.770, 2.286)
C (0.738, 3.967, 3.562)
C (1.364, 5.160, 3.895)
C (1.472, 6.170, 2.952)
C (0.952, 5.972, 1.681)
C (0.321, 4.786, 1.323)
C (-0.199, 4.577, -0.071)
H (-3.723, 6.024, 5.204)
H (-4.185, 4.989, 3.845)
H (-2.611, 5.792, 3.854)
H (-3.101, 4.870, 7.154)
H (-2.098, 2.934, 8.316)
H (-1.147, 1.070, 6.973)
H (-1.243, 1.140, 4.522)
H (-2.393, 4.011, 2.672)
H (-1.403, 0.514, 1.349)
H (-4.773, 0.047, -1.605)
H (-6.824, 0.465, -0.327)
H (-6.695, 0.895, 2.105)
H (-5.365, 0.444, 4.083)
H (-4.645, 2.052, 4.007)
H (-3.609, 0.630, 4.081)
H (0.657, 3.173, 4.293)
H (1.764, 5.296, 4.893)
H (1.961, 7.104, 3.202)
H (1.041, 6.756, 0.937)
H (-0.419, 5.533, -0.549)
H (-1.089, 3.952, -0.088)
H (0.547, 4.057, -0.677)
C (4.544, -4.161, 3.380)
C (4.597, -3.351, 2.082)
C (3.692, -2.165, 2.113)
N (2.550, -2.126, 1.540)
N (1.870, -0.955, 1.689)
C (2.528, -0.082, 2.388)
N (2.041, 1.135, 2.742)
S (4.082, -0.665, 2.951)
H (5.150, -5.064, 3.295)
H (3.518, -4.456, 3.598)
H (4.918, -3.574, 4.221)
H (4.270, -3.961, 1.238)
H (5.624, -3.028, 1.891)
H (1.226, 1.453, 2.214)
H (2.700, 1.862, 2.961)
S (3.138, 3.181, -1.379)
C (4.079, 1.792, -1.327)
N (5.127, 1.688, -0.482)
C (6.017, 0.543, -0.406)
C (5.233, -0.705, -0.761)
C (4.574, -0.509, -2.109)
N (3.827, 0.739, -2.122)
H (5.317, 2.516, 0.055)
H (6.410, 0.478, 0.608)
H (6.867, 0.666, -1.089)
H (4.461, -0.878, -0.012)
H (5.886, -1.578, -0.788)
H (3.882, -1.323, -2.304)
H (5.333, -0.497, -2.901)
H (2.951, 0.775, -2.617)
C (-1.520, -9.388, -1.427)
C (-0.907, -8.012, -1.483)
C (-1.117, -7.169, -2.562)
C (-0.544, -5.900, -2.631)
C (-0.830, -5.052, -3.841)
C (0.277, -5.433, -1.590)
Te (1.189, -3.517, -1.664)
C (0.485, -6.287, -0.487)
C (1.356, -5.863, 0.666)
C (-0.101, -7.547, -0.451)
H (-2.203, -9.545, -2.263)
H (-2.080, -9.535, -0.500)
H (-0.752, -10.165, -1.470)
H (-1.750, -7.507, -3.379)
H (-1.504, -5.569, -4.529)
H (0.097, -4.803, -4.363)
H (-1.278, -4.101, -3.545)
H (1.097, -4.858, 1.004)
H (2.403, -5.817, 0.354)
H (1.267, -6.564, 1.499)
H (0.073, -8.187, 0.410)

Calculated values
Orbital gap in eV: 4.698
E in Eh: -3687.22990
Lowest unoccupied orbital energy in eV: 1.54
Charge: -1
Energy relative to the best compared isomer or geometry (same formula, charge and spin) in kcal per mole: 46.13



[2]
# C4H9N3O

A molecular structure, C4H9N3O at a distorted geometry (ωB97M-V/def2-TZVPD, OMol25).

Cartesian coordinates (Å):
C (-0.554, -1.164, -0.504)
C (-0.085, 0.932, 1.019)
C (0.030, -0.446, 1.188)
N (0.697, -1.299, -1.199)
N (-0.171, 1.845, -1.238)
C (-0.762, 1.356, -0.120)
O (0.501, 1.847, 1.884)
N (0.787, -1.174, 1.906)
H (1.154, 1.342, 2.398)
H (0.420, -2.120, 2.034)
H (1.413, -1.707, -0.607)
H (0.619, -1.846, -2.049)
H (0.782, 1.553, -1.422)
H (-0.741, 2.203, -1.988)
H (-1.333, -0.812, -1.178)
H (-0.940, -2.095, -0.078)
H (-1.816, 1.586, -0.046)

Calculated values
Orbital gap (alpha / beta) in eV: 6.145 / 7.248
E in Eh: -397.14500
Lowest unoccupied orbital energy (alpha / beta) in eV: -0.39 / 0.33
Energy relative to the best compared isomer or geometry (same formula, charge and spin) in kcal per mole: 129.05